# C4H9N4

The ion C4H9N4 with charge +1 at a distorted geometry (the ωB97M-V functional and the def2-TZVPD basis, the OMol25 dataset).

Properties
orbital gap (spin up / spin down) = 7.8 / 7.8 eV
relative energy (zero: lowest compared OMol25 entry of this formula, charge and spin) = 128.1 kcal/mol
charge = +1
E_tot = -10242.445 eV

The geometry in XYZ format:
```
17
Properties=species:S:1:pos:R:3:nbo_charge:R:1
C 1.01 -0.81 -0.71 0.163
C -1.28 0.82 0.48 0.446
C 1.55 -2.66 0.62 -0.455
C -1.00 2.12 -1.37 -0.447
N 0.38 0.29 -1.20 -0.156
N 0.77 -1.41 0.42 -0.340
N -0.44 1.01 -0.58 -0.074
N -1.34 1.10 1.75 -0.677
H 1.67 -1.24 -1.45 0.194
H 1.80 -2.93 1.65 0.235
H 0.81 -3.42 0.20 0.236
H 2.43 -2.74 0.05 0.204
H -0.75 1.93 -2.43 0.282
H -2.12 2.24 -1.20 0.256
H -0.72 3.16 -0.95 0.253
H -2.23 1.08 2.31 0.451
H -0.55 1.46 2.41 0.428
```

=====

# C25H33ClN5O3Rb

A structure of composition C25H33ClN5O3Rb (the ωB97M-V functional and the def2-TZVPD basis, the OMol25 dataset).

Properties
orbital gap = 4.2 eV
relative energy (zero: lowest compared OMol25 entry of this formula, charge and spin) = 2.6 kcal/mol
charge = -2
E_tot = -53229.842 eV

The geometry in XYZ format:
```
68
Properties=species:S:1:pos:R:3:nbo_charge:R:1
Rb 0.12 0.11 -2.71 0.839
C 0.32 4.42 -0.38 -0.695
C 0.24 3.02 -0.93 0.319
N 1.17 2.16 -0.93 -0.440
C 2.48 2.39 -0.36 -0.267
C 3.48 1.35 -0.87 -0.197
N 3.23 0.01 -0.38 -0.672
C 3.06 -1.04 -1.36 -0.216
C 2.52 -2.32 -0.71 -0.213
N 1.12 -2.37 -0.34 -0.684
C 0.18 -2.88 -1.31 -0.207
C -1.28 -2.69 -0.86 -0.249
N -1.88 -1.46 -1.38 -0.504
C -2.35 -0.58 -0.60 0.400
C -2.39 -0.67 0.91 -0.732
C -2.73 0.82 -1.17 -0.118
C -2.94 0.89 -2.66 -0.370
C -2.43 1.96 -3.33 -0.175
C -1.55 2.90 -2.73 -0.532
C -1.10 2.53 -1.46 0.212
N -1.59 1.60 -0.69 -0.553
H 0.02 4.40 0.68 0.237
H -0.38 5.07 -0.90 0.221
H 1.33 4.83 -0.43 0.205
H 2.40 2.28 0.73 0.234
H 2.86 3.40 -0.57 0.158
H 4.49 1.69 -0.58 0.159
H 3.46 1.36 -1.97 0.180
H 2.55 -0.01 0.37 0.408
H 4.03 -1.28 -1.83 0.167
H 2.42 -0.74 -2.19 0.167
H 3.13 -2.50 0.18 0.190
H 2.70 -3.16 -1.39 0.181
H 0.81 -1.58 0.22 0.419
H 0.35 -3.96 -1.41 0.165
H 0.32 -2.48 -2.32 0.173
H -1.29 -2.75 0.23 0.184
H -1.87 -3.52 -1.25 0.186
H -1.38 -0.66 1.30 0.292
H -2.89 -1.60 1.23 0.200
H -2.92 0.18 1.34 0.227
H -3.46 0.09 -3.16 0.207
H -2.61 2.04 -4.40 0.195
H -1.03 3.64 -3.32 0.199
C -5.25 0.36 -0.73 -0.732
C -4.06 1.30 -0.56 0.613
O -4.20 2.37 -0.01 -0.574
H -5.99 0.85 -1.37 0.226
H -5.70 0.20 0.25 0.221
H -4.97 -0.59 -1.18 0.218
Cl -0.10 -2.60 8.10 -0.070
C 0.37 -1.87 6.57 -0.025
C -0.43 -2.07 5.45 -0.264
C -0.04 -1.50 4.25 -0.198
C 1.12 -0.73 4.16 -0.048
C 1.89 -0.54 5.30 -0.193
C 1.52 -1.11 6.52 -0.272
C 1.54 -0.09 2.83 0.743
O 2.58 0.59 2.86 -0.750
O 0.81 -0.35 1.85 -0.787
H -1.33 -2.67 5.53 0.212
H -0.62 -1.64 3.35 0.240
H 2.77 0.07 5.21 0.238
H 2.12 -0.97 7.41 0.208
C 1.64 -0.86 -5.28 -1.339
H 2.47 -1.51 -4.96 0.145
H 2.09 -0.06 -5.89 0.146
H 1.02 -1.46 -5.96 0.145
```

=====

# C6H9N

The molecule C6H9N (the ωB97M-V functional and the def2-TZVPD basis, the OMol25 dataset).

Properties
orbital gap = 9.8 eV
relative energy (zero: lowest compared OMol25 entry of this formula, charge and spin) = 69.9 kcal/mol
SMILES = C=C=C(C)[C@@H]1CN1
E_tot = -7855.129 eV

The geometry in XYZ format:
```
16
Properties=species:S:1:pos:R:3:nbo_charge:R:1
C -0.90 -1.34 -2.12 -0.483
C -0.77 -0.91 -0.90 0.100
C -0.57 -0.31 0.25 -0.110
C -0.78 -0.94 1.60 -0.624
C -0.09 1.12 0.11 -0.093
C 1.37 1.38 0.09 -0.252
N 0.53 1.90 1.17 -0.574
H -1.83 -1.23 -2.67 0.218
H -0.06 -1.79 -2.65 0.218
H 0.13 -0.88 2.21 0.208
H -1.04 -2.00 1.49 0.230
H -1.58 -0.45 2.16 0.222
H -0.71 1.73 -0.53 0.208
H 1.79 2.11 -0.59 0.198
H 2.01 0.53 0.32 0.188
H 0.68 1.34 2.01 0.347
```

=====

# C5H14N2

The ion C5H14N2 with charge +2 at a distorted geometry (the ωB97M-V functional and the def2-TZVPD basis, the OMol25 dataset).

Properties
orbital gap = 11.6 eV
relative energy (zero: lowest compared OMol25 entry of this formula, charge and spin) = 39.8 kcal/mol
charge = +2
SMILES = C=C([NH3+])C[C@H](C)[NH3+]
E_tot = -8373.624 eV

The geometry in XYZ format:
```
21
Properties=species:S:1:pos:R:3:nbo_charge:R:1
C 1.23 -0.82 -1.84 -0.313
C 1.29 -0.04 -0.71 0.125
N 2.68 0.58 -0.59 -0.726
C 0.47 0.17 0.55 -0.496
C -1.11 -0.07 0.35 0.043
C -2.13 1.04 0.09 -0.665
N -1.79 -1.04 1.51 -0.724
H 2.14 -0.74 -2.43 0.232
H 0.39 -1.46 -2.13 0.262
H 2.84 1.54 -0.13 0.471
H 3.38 -0.13 -0.17 0.473
H 2.95 0.83 -1.51 0.452
H 0.98 -0.31 1.40 0.267
H 0.57 1.16 0.89 0.251
H -0.97 -0.66 -0.51 0.211
H -2.02 1.13 -0.97 0.255
H -1.86 1.93 0.66 0.248
H -3.21 0.84 0.19 0.271
H -2.72 -1.42 1.23 0.461
H -1.21 -1.87 1.63 0.439
H -1.91 -0.65 2.49 0.462
```

=====

# C6H11NO

A cluster of 2 separate species, C6H11NO in total at a distorted geometry (the ωB97M-V functional and the def2-TZVPD basis, the OMol25 dataset).

Properties
orbital gap = 9.2 eV
relative energy (zero: lowest compared OMol25 entry of this formula, charge and spin) = 71.2 kcal/mol
SMILES = C/C=N\C.CC=C=O
E_tot = -9935.368 eV

The geometry in XYZ format:
```
19
Properties=species:S:1:pos:R:3:nbo_charge:R:1
C -3.27 1.05 -0.27 -0.703
C -2.03 0.35 -0.73 0.139
N -1.40 -0.62 -0.19 -0.420
C -1.99 -1.44 0.84 -0.446
H -3.94 1.24 -1.11 0.225
H -3.85 0.52 0.48 0.218
H -2.99 2.01 0.15 0.236
H -1.75 0.57 -1.76 0.169
H -1.19 -1.79 1.49 0.207
H -2.77 -0.97 1.44 0.170
H -2.47 -2.31 0.37 0.208
C 4.36 0.01 -0.08 -0.597
C 2.91 -0.01 -0.47 -0.538
C 1.92 0.56 0.18 0.704
O 1.51 1.34 0.96 -0.457
H 4.71 -0.98 0.22 0.212
H 5.01 0.31 -0.90 0.216
H 4.55 0.69 0.74 0.217
H 2.67 -0.53 -1.39 0.241
```

=====

# CH4BrP

A cluster of 2 separate species, CH4BrP in total at a distorted geometry (the ωB97M-V functional and the def2-TZVPD basis, the OMol25 dataset).

Properties
orbital gap (spin up / spin down) = 9.1 / 6.5 eV
relative energy (zero: lowest compared OMol25 entry of this formula, charge and spin) = 16.5 kcal/mol
spin multiplicity = 3
E_tot = -80428.863 eV

The geometry in XYZ format:
```
7
Properties=species:S:1:pos:R:3:nbo_charge:R:1
C -0.19 -0.23 0.55 -0.641
P 0.47 0.56 -0.94 0.269
Br -2.36 -1.82 -0.69 -0.010
H 0.26 -1.00 1.02 0.185
H -0.79 0.39 1.10 0.182
H 0.67 1.95 -0.24 0.011
H 1.93 0.16 -0.80 0.004
```

=====

# C9H9N3O2

A cluster of 2 separate species, C9H9N3O2 in total at a distorted geometry (the ωB97M-V functional and the def2-TZVPD basis, the OMol25 dataset).

Properties
orbital gap = 9.8 eV
relative energy (zero: lowest compared OMol25 entry of this formula, charge and spin) = 54.0 kcal/mol
SMILES = O=c1cc[nH]c(=O)[nH]1.c1ccncc1
E_tot = -18043.411 eV

The geometry in XYZ format:
```
23
Properties=species:S:1:pos:R:3:nbo_charge:R:1
O 1.21 2.57 -0.34 -0.572
C 1.73 1.48 -0.12 0.648
C 2.38 1.03 1.12 -0.415
C 2.90 -0.23 1.15 0.089
N 2.72 -1.12 0.16 -0.604
C 2.14 -0.79 -1.10 0.781
O 2.05 -1.61 -2.02 -0.604
N 1.74 0.48 -1.15 -0.646
H 2.54 1.71 1.94 0.248
H 3.31 -0.68 2.04 0.218
H 3.24 -2.03 0.25 0.432
H 1.34 0.74 -2.02 0.434
C -1.70 -0.75 0.54 -0.160
C -1.35 0.12 -0.40 -0.261
C -2.31 0.97 -0.97 0.042
N -3.62 0.85 -0.84 -0.387
C -3.90 -0.40 0.00 0.018
C -3.00 -1.04 0.77 -0.293
H -0.99 -1.10 1.34 0.208
H -0.31 0.29 -0.58 0.206
H -1.89 1.82 -1.59 0.198
H -4.99 -0.64 0.24 0.201
H -3.23 -1.65 1.59 0.221
```

=====

# C4H12NO3

A cluster of 2 separate species, C4H12NO3 in total at a distorted geometry (the ωB97M-V functional and the def2-TZVPD basis, the OMol25 dataset).

Properties
orbital gap = 7.1 eV
relative energy (zero: lowest compared OMol25 entry of this formula, charge and spin) = 70.2 kcal/mol
charge = -1
E_tot = -11972.911 eV

The geometry in XYZ format:
```
20
Properties=species:S:1:pos:R:3:nbo_charge:R:1
C 1.06 0.23 0.02 -0.240
C 1.38 -0.94 -1.06 -0.446
C 0.26 -2.00 -0.95 -0.087
O 0.27 -2.78 0.34 -0.792
N -0.17 0.01 0.71 -0.747
C -0.47 1.26 1.56 0.192
O -0.92 2.13 0.85 -0.913
H 2.01 0.16 0.73 0.162
H 0.93 1.31 -0.33 0.200
H 1.41 -0.39 -2.04 0.209
H 2.46 -1.45 -0.84 0.197
H -0.75 -1.63 -0.97 0.182
H 0.63 -2.89 -1.62 0.178
H 0.29 -2.10 1.08 0.493
H -0.95 -0.22 0.08 0.331
H -1.19 0.99 2.30 0.069
H 0.55 1.20 2.07 0.033
H -2.13 1.69 -1.04 0.462
H -2.09 2.90 -0.07 0.516
O -2.56 2.51 -0.81 -1.001
```

=====

# CHF2O3

A cluster of 2 separate species, CHF2O3 in total at a distorted geometry (the ωB97M-V functional and the def2-TZVPD basis, the OMol25 dataset).

Properties
orbital gap (spin up / spin down) = 8.8 / 7.4 eV
relative energy (zero: lowest compared OMol25 entry of this formula, charge and spin) = 72.3 kcal/mol
charge = +1
E_tot = -12613.043 eV

The geometry in XYZ format:
```
7
Properties=species:S:1:pos:R:3:nbo_charge:R:1
C -1.43 -0.46 0.00 1.267
O 0.85 -0.80 0.52 0.160
O -0.31 -1.11 -0.06 -0.173
O 2.12 1.42 -0.48 -0.388
F -1.67 0.75 0.31 -0.144
F -2.43 -1.14 -0.37 -0.151
H 2.88 1.33 0.08 0.427
```

=====

# HN2O3

A cluster of 2 separate species, HN2O3 in total at a distorted geometry (the ωB97M-V functional and the def2-TZVPD basis, the OMol25 dataset).

Properties
orbital gap (spin up / spin down) = 6.8 / 7.1 eV
charge = -1
spin multiplicity = 3
E_tot = -9131.952 eV

The geometry in XYZ format:
```
6
Properties=species:S:1:pos:R:3:nbo_charge:R:1
N 1.23 -0.10 0.09 0.102
N 0.17 0.36 -0.11 0.236
O -0.17 1.52 -0.08 -0.606
O -1.37 -0.70 -0.18 -0.776
O 1.82 -1.21 0.14 -0.381
H -1.69 0.13 0.15 0.426
```

=====

# C4H8O

The molecule C4H8O (the ωB97M-V functional and the def2-TZVPD basis, the OMol25 dataset).

Properties
orbital gap = 11.0 eV
relative energy (zero: lowest compared OMol25 entry of this formula, charge and spin) = 22.1 kcal/mol
SMILES = OC1CCC1
E_tot = -6324.210 eV

The geometry in XYZ format:
```
13
Properties=species:S:1:pos:R:3:nbo_charge:R:1
O 1.80 0.75 -0.20 -0.716
C 0.80 -0.23 -0.40 0.096
C 0.00 -0.60 0.87 -0.429
C -1.22 0.22 0.37 -0.403
C -0.48 0.42 -0.98 -0.418
H 2.44 0.38 0.42 0.465
H 1.21 -1.09 -0.95 0.154
H 0.46 -0.25 1.79 0.206
H -0.21 -1.68 0.93 0.206
H -1.39 1.14 0.93 0.207
H -2.17 -0.33 0.32 0.202
H -0.32 1.45 -1.28 0.221
H -0.92 -0.15 -1.80 0.208
```

=====

# C42H46N2O4PRbS5

A structure of composition C42H46N2O4PRbS5 at a distorted geometry (the ωB97M-V functional and the def2-TZVPD basis, the OMol25 dataset).

Properties
orbital gap = 6.1 eV
relative energy (zero: lowest compared OMol25 entry of this formula, charge and spin) = 0.0 kcal/mol
charge = -2
E_tot = -119587.936 eV

The geometry in XYZ format:
```
101
Properties=species:S:1:pos:R:3:mulliken_charge:R:1
Rb -0.13 -0.91 -2.05 0.476
C -0.89 -2.99 0.47 -0.739
O -1.56 -1.75 0.31 0.671
C -2.87 -1.62 0.65 -0.056
C -3.61 -2.55 1.32 -0.588
C -4.98 -2.39 1.48 -0.859
C -5.61 -1.28 0.96 -0.581
C -4.84 -0.27 0.40 -0.222
C -3.46 -0.38 0.30 0.503
N -2.67 0.58 -0.33 0.174
N -3.16 1.76 -0.14 -0.050
C -2.50 2.81 -0.75 -0.396
C -1.17 2.81 -1.27 0.304
O -0.43 1.82 -1.30 -0.060
C -0.64 4.05 -1.85 -0.734
C -1.34 5.21 -1.91 -0.962
C -2.66 5.26 -1.28 0.955
C -3.41 6.43 -1.33 -0.609
C -4.70 6.50 -0.86 -0.697
C -5.21 5.32 -0.21 -0.555
C -4.50 4.13 -0.21 -0.611
C -3.23 4.08 -0.75 0.753
H -1.34 -3.78 -0.15 0.416
H -0.83 -3.34 1.51 0.290
H 0.12 -2.80 0.12 -0.131
H -3.23 -3.51 1.68 0.400
H -5.62 -3.17 1.89 0.398
H -6.72 -1.12 1.05 0.296
H -5.19 0.75 0.20 0.287
H 0.35 3.94 -2.36 0.348
H -1.02 6.07 -2.49 0.294
H -3.00 7.30 -1.88 0.280
H -5.33 7.40 -0.87 0.321
H -6.17 5.38 0.29 0.367
H -4.94 3.31 0.30 0.328
C 4.39 -0.02 -1.01 -1.163
C 3.82 -0.61 -2.09 0.794
C 3.65 -2.10 -2.13 0.204
C 3.70 -2.59 -3.52 -1.038
C 3.31 -1.84 -4.56 -0.160
C 2.99 -0.41 -4.34 -0.557
C 3.25 0.17 -3.16 -0.542
H 4.58 1.09 -0.98 0.377
H 4.78 -0.66 -0.20 0.340
H 4.44 -2.48 -1.51 0.253
H 3.93 -3.62 -3.71 0.419
H 3.24 -2.25 -5.56 0.440
H 2.48 0.20 -5.15 0.314
H 2.97 1.21 -2.95 0.306
C 3.58 -1.16 2.28 -1.525
C 2.30 -1.20 3.12 2.079
C 1.59 -2.53 2.87 -1.359
C 2.61 -1.06 4.58 -1.946
P 1.17 0.13 2.31 0.750
C -0.27 0.29 3.50 -0.290
C -1.48 0.21 2.81 0.977
C -2.69 0.36 3.45 0.007
C -2.73 0.65 4.82 -1.031
C -1.53 0.78 5.51 -0.832
C -0.33 0.52 4.88 -0.253
C 1.99 1.85 2.42 2.359
C 0.85 2.80 2.14 -2.246
C 2.70 2.24 3.74 -1.682
C 2.97 1.94 1.24 -2.050
H 4.22 -2.02 2.63 0.511
H 4.18 -0.26 2.56 0.330
H 3.34 -1.23 1.21 -0.168
H 2.20 -3.36 3.25 0.581
H 1.42 -2.60 1.79 -0.188
H 0.62 -2.58 3.39 0.273
H 3.38 -1.86 4.86 0.427
H 1.72 -1.22 5.14 0.449
H 2.98 -0.06 4.84 0.198
H -1.49 -0.01 1.68 -0.279
H -3.62 0.25 2.92 0.255
H -3.65 0.97 5.27 0.351
H -1.48 1.13 6.53 0.395
H 0.60 0.66 5.46 0.144
H 0.13 2.68 2.95 0.386
H 0.25 2.60 1.26 0.230
H 1.32 3.80 2.01 0.647
H 2.18 1.89 4.62 0.167
H 2.73 3.34 3.85 0.444
H 3.75 1.85 3.70 0.278
H 2.58 1.43 0.37 0.380
H 3.92 1.48 1.50 0.419
H 3.14 3.02 1.01 0.438
C 1.21 -5.99 -4.76 -0.578
S -0.07 -6.13 -6.02 -0.138
C -0.21 -4.42 -6.38 -0.132
C -0.59 -3.47 -5.51 -0.091
S -1.32 -3.68 -4.01 -0.247
S -0.31 -1.83 -6.11 0.023
C 0.55 -2.17 -7.61 -0.040
S 1.12 -1.07 -8.71 -0.325
S 0.70 -3.87 -7.80 -0.113
H 1.40 -7.01 -4.43 0.343
H 0.82 -5.39 -3.94 0.144
H 2.08 -5.54 -5.26 0.184
O 2.30 -2.43 -1.66 -0.170
O 2.11 -1.83 -0.35 -0.485
```